i:
Entry from OMol25: C38H47BiN9O4S2Si as an isolated structure (wB97M-V/def2-TZVPD).

Computed properties:
2S+1   1
LUMO level   2.2 eV
Charge   -1

Each line ends with the Löwdin charge.
Atoms and positions in Å:
Bi  0.268  -0.125  -0.364  1.748
C  5.222  2.942  -3.828  -0.094
C  4.335  1.728  -3.592  -0.290
N  4.342  1.315  -2.211  -0.025
C  3.287  1.208  -1.362  -0.821
S  1.729  1.778  -1.877  0.503
N  3.604  0.678  -0.201  -0.026
N  2.582  0.612  0.702  -0.058
C  2.846  0.068  1.833  -0.301
C  4.124  -0.650  2.148  -0.020
C  1.827  0.169  2.908  -0.264
C  1.541  -0.927  3.724  -0.025
C  0.629  -0.776  4.748  -0.077
C  0.035  0.464  4.937  -0.081
C  0.382  1.489  4.075  -0.151
N  1.260  1.360  3.085  0.135
H  5.243  3.202  -4.889  0.065
H  4.852  3.801  -3.266  0.071
H  6.249  2.746  -3.512  0.064
H  3.304  1.950  -3.860  0.061
H  4.660  0.893  -4.222  0.101
H  5.205  0.963  -1.824  0.130
H  4.873  -0.426  1.395  0.058
H  4.495  -0.391  3.141  0.081
H  3.931  -1.727  2.131  0.072
H  1.999  -1.885  3.523  0.103
H  0.370  -1.617  5.381  0.105
H  -0.693  0.630  5.720  0.100
H  -0.074  2.469  4.179  0.103
O  1.986  -1.663  -5.753  0.040
C  3.095  -1.774  -5.006  -0.278
C  4.308  -1.964  -5.674  -0.031
C  5.486  -2.087  -4.965  -0.103
C  5.487  -2.027  -3.573  -0.104
C  4.289  -1.843  -2.909  -0.038
C  3.086  -1.714  -3.601  -0.073
C  1.850  -1.479  -2.807  -0.477
O  1.929  -1.435  -1.551  -0.196
N  0.722  -1.349  -3.510  0.038
N  -0.332  -1.144  -2.678  -0.079
C  -1.508  -1.196  -3.157  -0.084
C  -2.644  -1.136  -2.231  -0.321
C  -3.939  -0.929  -2.689  -0.032
C  -4.973  -0.915  -1.768  -0.066
C  -4.683  -1.139  -0.433  -0.044
C  -3.358  -1.352  -0.075  -0.124
N  -2.358  -1.339  -0.941  0.067
H  1.225  -1.563  -5.115  0.063
H  4.292  -2.006  -6.755  0.109
H  6.417  -2.231  -5.502  0.095
H  6.412  -2.123  -3.019  0.093
H  4.249  -1.763  -1.830  0.112
H  -1.677  -1.348  -4.222  0.128
H  -4.119  -0.764  -3.743  0.110
H  -5.992  -0.737  -2.090  0.103
H  -5.455  -1.147  0.324  0.104
H  -3.089  -1.542  0.954  0.099
C  -2.945  5.367  -1.530  -0.085
C  -1.838  4.881  -0.604  -0.259
N  -2.314  4.018  0.467  -0.130
C  -2.844  4.661  1.666  -0.210
C  -4.367  4.715  1.698  -0.079
C  -2.317  2.668  0.364  -0.721
S  -1.861  1.937  -1.119  0.591
N  -2.793  2.026  1.442  0.098
C  -2.312  0.883  1.899  -0.492
O  -1.213  0.345  1.645  -0.177
C  -3.146  0.222  2.972  -0.142
C  -2.677  -0.959  3.542  -0.047
C  -3.419  -1.608  4.517  -0.079
C  -4.631  -1.075  4.938  -0.104
C  -5.096  0.109  4.380  -0.094
C  -4.355  0.755  3.400  -0.029
H  -2.516  5.927  -2.363  0.071
H  -3.652  6.020  -1.014  0.056
H  -3.487  4.513  -1.936  0.064
H  -1.330  5.727  -0.134  0.113
H  -1.099  4.325  -1.175  0.065
H  -2.428  5.669  1.693  0.111
H  -2.479  4.126  2.542  0.108
H  -4.763  5.348  0.903  0.057
H  -4.710  5.113  2.655  0.070
H  -4.772  3.712  1.577  0.056
H  -1.727  -1.350  3.197  0.100
H  -3.051  -2.533  4.945  0.100
H  -5.211  -1.580  5.701  0.093
H  -6.039  0.529  4.710  0.094
H  -4.702  1.677  2.953  0.095
C  2.227  -4.204  1.085  -0.168
Si  0.512  -3.468  0.835  0.223
C  -0.605  -4.112  2.214  -0.169
C  -0.150  -4.146  -0.788  -0.163
O  0.579  -1.862  0.907  -0.545
H  2.231  -5.292  0.982  0.021
H  2.633  -3.957  2.070  0.010
H  2.898  -3.784  0.332  0.024
H  -0.512  -5.193  2.351  0.021
H  -1.653  -3.889  1.994  0.017
H  -0.353  -3.626  3.161  0.011
H  0.003  -5.228  -0.838  0.025
H  0.371  -3.692  -1.633  0.012
H  -1.217  -3.943  -0.907  0.015

***

ii:
Entry from OMol25: C38H47BiN9O4S2Si as an isolated structure (wB97M-V/def2-TZVPD).

Computed properties:
2S+1   1
LUMO level   2.3 eV
Charge   -1

Each line ends with the Löwdin charge.
Atoms and positions in Å:
Bi  0.207  -0.110  0.102  1.659
C  4.109  -5.245  1.412  -0.090
C  2.701  -5.102  0.834  -0.306
N  1.904  -4.155  1.566  -0.025
C  1.933  -2.817  1.301  -0.898
S  2.311  -2.226  -0.248  0.592
N  1.706  -2.053  2.351  -0.043
N  1.602  -0.752  2.110  -0.118
C  1.835  0.081  3.071  -0.288
C  2.120  -0.452  4.449  -0.034
C  1.922  1.478  2.717  -0.236
C  2.272  2.482  3.636  -0.022
C  2.404  3.783  3.205  -0.076
C  2.190  4.078  1.864  -0.070
C  1.838  3.029  1.025  -0.145
N  1.725  1.784  1.427  0.058
H  4.705  -5.910  0.791  0.064
H  4.076  -5.645  2.425  0.065
H  4.585  -4.269  1.440  0.068
H  2.195  -6.071  0.843  0.103
H  2.756  -4.731  -0.191  0.060
H  1.766  -4.345  2.550  0.129
H  1.302  -1.118  4.719  0.076
H  2.204  0.325  5.198  0.053
H  3.033  -1.051  4.442  0.078
H  2.449  2.249  4.673  0.097
H  2.668  4.560  3.911  0.104
H  2.280  5.084  1.487  0.098
H  1.649  3.194  -0.027  0.093
O  -4.521  -1.494  -0.995  0.053
C  -5.082  -0.298  -0.762  -0.264
C  -6.473  -0.211  -0.678  -0.022
C  -7.089  1.007  -0.472  -0.104
C  -6.330  2.158  -0.327  -0.109
C  -4.954  2.087  -0.408  -0.057
C  -4.314  0.874  -0.634  -0.097
C  -2.843  0.802  -0.761  -0.455
O  -2.260  -0.324  -0.776  -0.192
N  -2.231  1.931  -1.041  0.055
N  -0.922  1.876  -1.181  -0.068
C  -0.365  2.425  -2.200  -0.100
C  1.023  2.238  -2.511  -0.292
C  1.553  2.815  -3.678  -0.028
C  2.844  2.507  -4.048  -0.080
C  3.582  1.625  -3.267  -0.060
C  2.989  1.132  -2.111  -0.137
N  1.767  1.441  -1.739  0.037
H  -3.534  -1.339  -0.953  0.069
H  -7.053  -1.118  -0.771  0.108
H  -8.169  1.065  -0.438  0.094
H  -6.816  3.106  -0.149  0.089
H  -4.332  2.962  -0.304  0.106
H  -0.968  2.937  -2.956  0.122
H  0.942  3.486  -4.267  0.105
H  3.266  2.948  -4.942  0.101
H  4.585  1.337  -3.543  0.096
H  3.510  0.456  -1.446  0.094
C  -1.706  -5.191  2.056  -0.090
C  -2.589  -4.642  0.937  -0.263
N  -1.886  -4.415  -0.303  -0.134
C  -1.809  -5.515  -1.240  -0.210
C  -0.499  -6.285  -1.069  -0.074
C  -1.150  -3.299  -0.534  -0.630
S  -1.028  -2.225  0.825  0.732
N  -0.587  -3.260  -1.719  0.102
C  -0.039  -2.289  -2.442  -0.499
O  0.039  -1.071  -2.218  -0.160
C  0.441  -2.773  -3.781  -0.116
C  0.274  -4.092  -4.187  -0.021
C  0.651  -4.488  -5.457  -0.091
C  1.203  -3.568  -6.332  -0.109
C  1.387  -2.255  -5.932  -0.091
C  1.007  -1.856  -4.663  -0.016
H  -2.283  -5.280  2.973  0.071
H  -0.886  -4.500  2.221  0.026
H  -1.301  -6.167  1.800  0.055
H  -3.010  -3.692  1.271  0.082
H  -3.406  -5.338  0.726  0.113
H  -1.878  -5.116  -2.254  0.101
H  -2.664  -6.176  -1.065  0.113
H  0.331  -5.591  -1.181  0.061
H  -0.412  -7.077  -1.810  0.070
H  -0.453  -6.727  -0.076  0.053
H  -0.163  -4.790  -3.494  0.083
H  0.510  -5.513  -5.767  0.095
H  1.488  -3.884  -7.325  0.092
H  1.824  -1.546  -6.622  0.095
H  1.135  -0.832  -4.341  0.107
C  -1.498  3.410  2.373  -0.151
Si  -1.759  1.552  2.741  0.269
C  -3.643  1.224  2.800  -0.144
C  -1.171  1.278  4.545  -0.159
O  -0.960  0.611  1.759  -0.559
H  -1.997  4.040  3.104  0.018
H  -1.874  3.670  1.389  0.010
H  -0.440  3.656  2.387  -0.009
H  -4.140  1.826  3.556  0.020
H  -3.837  0.184  3.040  0.026
H  -4.122  1.433  1.849  -0.007
H  -1.850  1.734  5.259  0.015
H  -0.181  1.686  4.725  -0.003
H  -1.132  0.216  4.764  0.019

***

Winner for stability: i

***

i:
Entry from OMol25: C19H19BrN4O2 as an isolated structure (wB97M-V/def2-TZVPD).

Computed properties:
2S+1   1
LUMO level   -0.5 eV

Each line ends with the Löwdin charge.
Atoms and positions in Å:
O  -1.710  -0.237  0.243  0.066
O  -2.329  -2.504  5.174  -0.161
Br  -4.553  3.403  -2.796  0.774
N  3.410  2.233  -0.621  0.166
C  -0.879  0.567  -0.070  -0.311
C  2.521  2.473  -1.522  -0.326
C  -1.831  3.619  -2.947  -0.175
C  3.137  0.871  1.545  0.087
C  -2.513  1.820  -1.529  -0.021
C  -0.538  3.326  -2.652  0.023
C  2.161  -0.010  2.235  0.026
C  -2.813  2.927  -2.289  -0.722
C  2.751  1.521  0.279  -0.255
C  -1.134  1.464  -1.194  -0.055
C  0.489  0.566  0.522  0.002
C  -0.082  2.170  -1.783  -0.023
C  1.462  1.380  -0.109  -0.149
C  0.804  -0.123  1.707  -0.168
N  1.248  2.002  -1.298  0.123
N  -0.169  -0.966  2.248  0.018
C  3.056  3.298  -2.701  -0.007
C  -0.018  -1.990  3.231  -0.152
C  -3.261  -1.353  3.545  0.033
C  -3.267  -3.869  3.877  -0.043
C  -1.245  -2.969  3.233  -0.087
N  -2.474  -2.619  4.005  -0.605
H  -2.019  4.505  -3.588  0.120
H  4.081  1.032  1.895  0.063
H  -3.393  1.187  -1.180  0.140
H  0.085  3.982  -3.200  0.085
H  2.376  -0.406  3.227  0.092
H  -0.987  -1.039  1.584  0.096
H  2.565  2.738  -3.607  0.108
H  2.602  4.309  -2.702  0.074
H  4.129  3.207  -2.681  0.066
H  0.348  -1.607  4.137  0.108
H  0.778  -2.492  2.797  0.094
H  -4.326  -1.513  3.946  0.115
H  -3.240  -1.380  2.429  0.079
H  -2.849  -0.366  3.934  0.118
H  -4.097  -3.827  4.567  0.097
H  -2.726  -4.828  4.021  0.108
H  -3.645  -4.005  2.864  0.087
H  -0.818  -3.931  3.622  0.138
H  -1.569  -3.162  2.146  0.155

***

ii:
Entry from OMol25: a single C19H19BrN4O2 molecule (wB97M-V/def2-TZVPD).

Computed properties:
2S+1   1
LUMO level   -0.6 eV

Each line ends with the Löwdin charge.
Atoms and positions in Å:
C  4.045  4.194  0.675  -0.021
C  3.282  2.911  0.583  -0.288
N  3.899  1.762  0.792  0.166
C  2.936  0.790  0.633  -0.249
C  2.978  -0.594  0.730  0.025
C  1.785  -1.304  0.548  -0.013
C  0.576  -0.667  0.220  -0.186
N  -0.559  -1.433  -0.043  0.044
C  -0.943  -2.647  0.763  -0.130
C  -1.150  -3.875  -0.160  -0.105
N  -2.284  -4.738  0.269  -0.626
C  -2.113  -6.082  -0.332  -0.017
C  -3.577  -4.121  -0.128  0.009
O  -2.288  -4.935  1.461  -0.162
C  0.588  0.718  -0.005  -0.013
C  -0.517  1.554  -0.476  -0.270
O  -1.615  1.007  -0.696  0.035
C  -0.339  2.991  -0.599  -0.048
C  -1.415  3.805  -0.972  -0.066
C  -1.296  5.174  -1.081  -0.670
Br  -2.766  6.111  -1.827  0.744
C  -0.075  5.801  -0.731  -0.103
C  0.996  5.048  -0.315  -0.010
C  0.914  3.635  -0.273  -0.071
N  1.961  2.783  0.110  0.117
C  1.775  1.403  0.241  -0.111
H  4.990  3.991  1.223  0.095
H  3.480  4.961  1.167  0.053
H  4.295  4.565  -0.336  0.094
H  3.920  -1.087  1.014  0.125
H  1.812  -2.360  0.587  0.093
H  -1.349  -0.833  -0.364  0.113
H  -1.843  -2.369  1.343  0.118
H  -0.221  -2.872  1.569  0.123
H  -0.211  -4.438  -0.169  0.127
H  -1.369  -3.546  -1.201  0.132
H  -2.184  -5.994  -1.428  0.097
H  -1.167  -6.543  -0.043  0.103
H  -2.891  -6.765  0.011  0.103
H  -4.430  -4.728  0.196  0.109
H  -3.600  -4.073  -1.219  0.089
H  -3.575  -3.091  0.289  0.106
H  -2.372  3.362  -1.224  0.111
H  0.029  6.897  -0.813  0.117
H  1.888  5.629  0.009  0.111

***

Winner for stability: ii